{
  "formula": "C2H2F2GaLiO",
  "method": "wB97M-V/def2-TZVPD",
  "symbols": ["F", "C", "C", "O", "H", "H", "Ga", "Li", "F"],
  "positions_angstrom": [[-1.2849, 2.4307, -0.0536], [-0.6510, 0.0731, 0.4096], [0.4752, -0.1467, -0.3270], [1.6732, 0.1843, 0.0969], [-0.7310, 0.3606, 1.4731], [0.3366, -0.3582, -1.4033], [3.2511, 0.0148, -0.1273], [-1.2077, -2.1659, 0.0995], [-1.8615, -0.3928, -0.1678]],
  "forces_ev_per_angstrom": [[0.18, -0.37, 0.03], [0.25, -0.58, 0.14], [-1.29, 1.37, -0.14], [-8.90, 0.43, 1.14], [-0.13, -0.06, -0.87], [0.14, -0.27, 0.44], [9.14, -0.80, -1.15], [-0.21, 0.17, -0.06], [0.82, 0.10, 0.47]],
  "lowdin_charge": [-0.0265, -0.1170, -0.2535, -0.3446, 0.1502, 0.1531, 0.6759, 0.8721, -0.1097],
  "mol_weight_g_mol": 156.7,
  "max_force_ha_per_bohr": 0.17976,
  "charge": 1,
  "multiplicity": 2,
  "e_above_lowest_kcal_mol": 0.8,
  "orbital_gap_ev": [8.05, 5.67]
}

---

{
  "formula": "C38H76N2O9S",
  "method": "wB97M-V/def2-TZVPD",
  "symbols": ["C", "C", "C", "C", "C", "C", "C", "C", "C", "C", "C", "C", "O", "C", "N", "C", "C", "C", "N", "C", "C", "C", "C", "C", "C", "C", "C", "C", "O", "C", "O", "S", "O", "O", "H", "H", "H", "H", "H", "H", "H", "H", "H", "H", "H", "H", "H", "H", "H", "H", "H", "H", "H", "H", "H", "H", "H", "H", "H", "H", "H", "H", "H", "H", "H", "H", "H", "H", "H", "H", "H", "H", "H", "H", "H", "H", "H", "H", "H", "H", "H", "H", "H", "H", "H", "H", "C", "C", "O", "C", "H", "H", "H", "H", "H", "H", "C", "C", "O", "C", "H", "H", "H", "H", "H", "H", "C", "C", "O", "C", "H", "H", "H", "H", "H", "H", "C", "C", "O", "C", "H", "H", "H", "H", "H", "H"],
  "positions_angstrom": [[7.1242, -1.4846, 1.5637], [6.5075, -2.8781, 1.4369], [5.5704, -3.0223, 0.2757], [4.4097, -2.0376, 0.3777], [3.0568, -2.6617, 0.0349], [2.1800, -1.8496, -0.9242], [0.8818, -1.4938, -0.2317], [-0.1452, -0.6126, -0.9752], [0.1809, -0.6314, -2.4582], [-1.5998, -1.1012, -0.8590], [-1.7443, -2.6174, -1.1076], [-2.1992, -3.5647, -0.0099], [-3.5592, -3.3503, 0.3556], [-1.3748, -3.6326, 1.2391], [-1.9486, -4.6006, 2.1823], [-2.4605, -0.5277, 0.2477], [-3.8603, -0.2973, -0.2938], [-3.9976, 0.6398, -1.4527], [-3.7308, 1.8624, -1.5188], [-1.8742, 0.6094, 1.0713], [-2.9482, 1.3123, 1.8530], [-0.9032, 0.1086, 2.1612], [-0.1173, 1.2626, 2.7933], [1.3730, 1.0883, 3.0812], [2.0056, 2.4605, 3.0107], [3.5142, 2.5208, 2.9031], [4.0175, 1.9541, 1.6131], [4.1736, 2.9803, 0.4970], [3.5498, 4.1982, 0.8124], [3.7025, 5.1355, -0.2234], [-1.2429, 1.6298, 0.2580], [0.0330, 1.1635, -0.5761], [-0.0203, 1.9184, -1.7426], [1.2183, 1.3282, 0.1434], [6.7483, -0.8109, 0.8275], [6.9070, -1.0669, 2.5242], [8.1929, -1.5303, 1.4874], [5.9732, -3.1238, 2.3334], [7.3067, -3.5914, 1.3675], [5.1842, -4.0180, 0.3361], [6.1054, -2.9023, -0.6504], [4.5940, -1.1603, -0.2060], [4.3719, -1.7609, 1.4100], [2.5282, -2.8284, 0.9554], [3.2224, -3.6274, -0.3872], [2.7063, -0.9676, -1.2209], [2.0097, -2.4901, -1.7581], [1.1857, -0.9686, 0.6490], [0.4435, -2.4060, 0.1084], [1.0696, -0.0927, -2.6795], [-0.5862, -0.1396, -3.0154], [0.2308, -1.6398, -2.8063], [-2.0144, -0.6690, -1.7453], [-0.8236, -3.0118, -1.4838], [-2.4307, -2.7610, -1.9186], [-2.1583, -4.5621, -0.4248], [-4.0946, -3.4763, -0.4440], [-0.3966, -3.9798, 0.9452], [-1.2927, -2.6997, 1.7604], [-1.8974, -5.5391, 1.7951], [-1.3719, -4.5687, 3.0115], [-2.6238, -1.2527, 1.0130], [-4.5454, -0.0938, 0.4968], [-4.1654, -1.2578, -0.6491], [-4.3591, 0.2000, -2.3658], [-3.3651, 2.1966, -0.6277], [-3.3858, 0.6469, 2.5596], [-2.4994, 2.1406, 2.3581], [-3.7482, 1.6860, 1.2398], [-0.3225, -0.7370, 1.8448], [-1.5245, -0.2739, 2.9402], [-0.5749, 1.4568, 3.7417], [-0.2021, 2.1648, 2.2247], [1.4885, 0.7614, 4.1028], [1.8401, 0.3807, 2.4270], [1.6200, 2.9994, 2.1672], [1.7096, 3.0101, 3.8869], [3.9401, 2.0272, 3.7575], [3.7921, 3.5506, 2.9903], [4.9842, 1.5289, 1.7949], [3.4057, 1.1554, 1.2481], [5.2206, 3.1069, 0.2465], [3.7039, 2.5830, -0.3913], [4.7481, 5.3738, -0.3400], [3.3593, 4.7377, -1.1637], [3.1504, 6.0199, 0.0225], [0.3570, 6.9311, -2.2903], [1.2087, 5.6825, -2.2488], [2.0865, 5.4948, -3.0625], [0.9149, 4.6916, -1.1558], [0.6698, 7.5585, -3.1214], [-0.6920, 6.6621, -2.4209], [0.4680, 7.4895, -1.3597], [-0.1090, 4.3329, -1.2404], [1.0564, 5.1645, -0.1801], [1.5890, 3.8472, -1.2388], [-5.0002, -8.6182, 1.0060], [-4.2806, -7.3200, 1.2871], [-3.0703, -7.2782, 1.3454], [-5.1290, -6.0943, 1.4869], [-4.2754, -9.4189, 0.8819], [-5.6644, -8.8631, 1.8357], [-5.5910, -8.5265, 0.0936], [-5.8006, -6.2410, 2.3344], [-5.7253, -5.9013, 0.5931], [-4.4914, -5.2366, 1.6819], [-8.9686, -1.6407, 0.3346], [-8.2912, -2.4151, 1.4421], [-7.7736, -3.4879, 1.2413], [-8.2911, -1.7815, 2.8142], [-8.8991, -2.2012, -0.5938], [-10.0202, -1.4817, 0.5770], [-8.4847, -0.6715, 0.2036], [-9.3153, -1.6280, 3.1568], [-7.7800, -0.8179, 2.7819], [-7.7757, -2.4342, 3.5135], [3.4393, 5.1989, -6.0685], [4.7417, 5.7587, -6.5813], [5.4152, 5.1761, -7.3993], [5.1702, 7.0948, -6.0163], [3.2441, 4.2427, -6.5478], [3.4887, 5.0549, -4.9898], [2.6217, 5.8845, -6.2945], [5.2879, 7.0218, -4.9343], [4.4195, 7.8538, -6.2405], [6.1179, 7.3887, -6.4602]],
  "forces_ev_per_angstrom": [[-0.05, -0.57, 0.33], [0.64, 0.52, -0.06], [-0.12, 0.33, 0.26], [-0.14, -0.92, 0.07], [0.23, 0.69, -0.25], [-0.05, -0.48, 0.84], [0.23, 1.00, 0.09], [0.16, -0.66, -0.11], [-0.38, 0.19, -0.13], [0.13, 0.18, -0.13], [0.06, 0.13, 0.60], [-0.66, 0.02, 0.03], [-0.40, 0.28, -0.29], [-0.29, -1.05, 0.54], [0.12, 0.37, -0.06], [-0.06, 0.24, 0.66], [0.30, -0.22, -0.55], [-0.09, -0.10, -0.01], [0.18, 0.81, 0.13], [0.13, -0.26, 0.86], [-0.16, 0.69, -0.67], [0.16, 0.59, -0.23], [0.43, -0.72, 0.26], [-0.44, 0.52, 0.29], [0.50, 0.11, -0.09], [-0.77, -0.18, 0.51], [0.68, 0.30, -0.24], [-0.42, -0.32, -0.16], [-0.14, 0.27, 0.30], [0.53, -0.55, 0.14], [0.13, -0.64, -0.50], [-1.22, -1.11, 0.22], [-0.90, 1.47, -2.85], [2.18, 0.00, 2.26], [-0.22, 0.54, -0.61], [-0.14, 0.42, 0.63], [0.61, 0.08, -0.18], [-0.39, -0.14, 0.62], [0.40, -0.56, -0.10], [-0.31, -0.79, -0.31], [0.21, -0.06, -0.57], [0.09, 0.63, -0.34], [-0.05, 0.66, 0.71], [-0.38, -0.17, 0.53], [0.11, -0.80, -0.36], [0.28, 0.59, -0.43], [-0.23, -0.12, -1.02], [0.16, 0.28, 0.70], [-0.50, -0.44, 0.10], [0.97, 0.09, -0.22], [-0.58, 0.38, -0.37], [0.24, -0.69, -0.22], [-0.43, 0.36, -0.59], [0.75, -0.21, -0.28], [-0.57, -0.07, -0.55], [0.20, -0.55, -0.38], [0.13, 0.00, 0.39], [0.71, 0.22, -0.27], [0.11, 0.66, 0.11], [-0.18, -0.01, 0.14], [-0.05, -0.24, 0.18], [-0.04, -0.82, 0.51], [-0.58, 0.44, 0.58], [-0.31, -0.69, -0.26], [-0.31, -0.31, -0.49], [0.07, 0.17, -0.09], [-0.30, -0.56, 0.61], [0.17, 0.54, 0.50], [-0.27, 0.32, -0.28], [0.61, -0.11, -0.31], [-0.57, -0.62, 0.44], [-0.43, 0.38, 0.61], [-0.31, 0.37, -0.51], [0.19, -0.60, 0.36], [0.28, -0.39, -0.46], [-0.32, 0.29, -0.58], [-0.29, 0.38, 0.52], [0.38, -0.50, 0.42], [0.32, 0.64, 0.03], [0.70, -0.37, 0.01], [-0.51, -0.49, -0.04], [0.47, 0.42, 0.04], [-0.22, -0.18, -0.60], [0.60, 0.33, -0.05], [-0.06, -0.08, -0.40], [-0.27, 0.49, 0.20], [0.16, -0.01, -0.19], [-0.14, -0.01, 0.00], [-0.01, 0.08, -0.01], [0.02, 0.11, -0.05], [0.02, 0.00, -0.02], [-0.03, 0.01, 0.13], [-0.11, -0.05, 0.06], [-0.09, 0.08, 0.04], [-0.18, -0.05, -0.03], [-0.14, -0.09, 0.02], [0.25, -0.06, 0.01], [-0.05, 0.01, 0.00], [0.05, -0.15, -0.11], [0.25, 0.09, 0.05], [0.02, -0.01, 0.00], [-0.12, 0.05, -0.06], [-0.12, 0.02, 0.07], [-0.14, -0.04, -0.11], [-0.16, -0.06, 0.09], [0.04, 0.05, 0.01], [0.10, -0.19, -0.07], [-0.02, 0.07, 0.02], [0.02, -0.04, -0.04], [0.10, -0.20, 0.00], [0.00, -0.02, -0.02], [0.02, 0.12, 0.04], [-0.10, 0.06, 0.07], [0.00, 0.13, -0.03], [-0.11, 0.07, -0.01], [0.02, -0.02, 0.01], [0.16, -0.21, -0.20], [-0.06, 0.02, 0.02], [0.02, 0.00, 0.00], [0.17, -0.06, -0.14], [0.01, -0.01, -0.03], [-0.13, 0.15, 0.04], [-0.01, 0.06, 0.16], [-0.13, 0.05, 0.03], [-0.06, -0.01, 0.12], [0.02, 0.00, -0.02]],
  "lowdin_charge": [-0.0921, -0.2675, -0.2223, -0.1931, -0.1737, -0.1695, -0.1602, -0.3868, -0.0557, -0.1995, -0.0632, -0.3636, -0.0427, -0.2214, 0.0322, -0.2049, -0.1263, -0.2321, 0.1396, -0.4567, 0.0032, -0.1033, -0.1772, -0.1874, -0.2121, -0.1926, -0.1624, -0.2186, -0.1855, -0.1119, -0.1657, 0.6423, -0.2331, -0.2050, 0.0554, 0.0627, 0.0629, 0.0996, 0.0961, 0.0971, 0.1141, 0.1003, 0.1014, 0.1062, 0.0961, 0.1075, 0.1031, 0.0849, 0.0798, 0.0891, 0.0903, 0.0909, 0.1119, 0.1142, 0.1242, 0.1448, 0.1051, 0.1113, 0.0995, 0.0455, 0.0697, 0.1247, 0.1119, 0.0927, 0.0994, 0.0337, 0.1031, 0.0967, 0.0770, 0.0920, 0.1138, 0.1121, 0.0913, 0.1115, 0.0842, 0.0950, 0.1156, 0.1083, 0.1048, 0.0997, 0.0750, 0.1186, 0.1103, 0.0919, 0.0554, 0.0899, -0.0145, -0.4842, 0.0573, -0.0350, 0.0789, 0.0863, 0.0842, 0.0853, 0.0948, 0.0637, -0.0236, -0.4865, 0.0492, -0.0216, 0.0789, 0.0847, 0.0844, 0.0915, 0.0879, 0.0524, -0.0238, -0.5053, 0.0630, -0.0231, 0.0792, 0.0847, 0.0830, 0.0847, 0.0826, 0.0808, -0.0256, -0.5053, 0.0609, -0.0261, 0.0811, 0.0623, 0.0867, 0.0831, 0.0820, 0.0771],
  "mol_weight_g_mol": 737.1,
  "max_force_ha_per_bohr": 0.06471,
  "smiles": "[H]/N=C\\C[C@H]1[C@H](C[C@H](O)CN)[C@](C)(CCCCCCC)S(=O)(=O)O[C@]1(C)CCCCCCCOC.CC(C)=O.CC(C)=O.CC(C)=O.CC(C)=O",
  "orbital_gap_ev": 9.33
}

---

{
  "formula": "C5H8FO4Sc",
  "method": "wB97M-V/def2-TZVPD",
  "symbols": ["C", "O", "Sc", "C", "H", "H", "H", "H", "H", "C", "O", "C", "C", "O", "O", "F", "H", "H", "H"],
  "positions_angstrom": [[-1.6323, -0.1258, 0.1011], [-0.7549, -1.2064, -0.0365], [-0.3340, -3.1639, 0.4923], [-2.9465, -0.2841, -0.6450], [-1.8303, 0.0343, 1.1763], [-1.1073, 0.7745, -0.2717], [-3.5010, 0.6660, -0.6437], [-2.7809, -0.5746, -1.6919], [-3.5836, -1.0350, -0.1554], [1.2645, -0.9204, 0.1479], [1.6555, -0.2110, 1.2607], [2.1824, 1.0211, 0.8921], [1.7154, 1.1881, -0.5473], [1.4358, -0.1491, -0.9461], [1.5327, -2.1417, 0.0920], [3.5578, 0.9543, 0.9641], [1.8449, 1.7888, 1.5960], [0.7891, 1.7759, -0.5932], [2.4927, 1.6090, -1.1919]],
  "forces_ev_per_angstrom": [[-0.23, 1.08, 0.42], [0.30, -2.28, 0.82], [0.75, 2.58, -0.94], [-0.12, -0.16, -0.10], [0.00, 0.11, -0.33], [-0.26, -0.29, 0.09], [0.20, -0.28, 0.06], [0.00, 0.07, 0.29], [0.13, 0.12, -0.19], [3.24, 1.22, -1.06], [-1.47, -1.27, -0.09], [0.43, 0.91, -0.11], [-0.15, 0.53, 0.20], [-0.66, -0.87, 0.47], [-1.77, -0.99, 0.65], [-0.67, -0.11, -0.06], [0.13, -0.18, -0.17], [0.36, -0.02, -0.07], [-0.22, -0.16, 0.14]],
  "lowdin_charge": [-0.3351, -0.3506, 1.4074, -0.0704, 0.1261, 0.1095, 0.0900, 0.0871, 0.0763, -0.5511, 0.1348, -0.2817, -0.0289, 0.0851, -0.0414, 0.0719, 0.1782, 0.1352, 0.1576],
  "mol_weight_g_mol": 196.1,
  "max_force_ha_per_bohr": 0.07050,
  "charge": 1,
  "multiplicity": 2,
  "e_above_lowest_kcal_mol": 26.0,
  "orbital_gap_ev": [7.03, 8.68]
}

---

What did the first record say?
{
  "formula": "C2H2F2GaLiO",
  "method": "wB97M-V/def2-TZVPD",
  "symbols": ["F", "C", "C", "O", "H", "H", "Ga", "Li", "F"],
  "positions_angstrom": [[-1.2849, 2.4307, -0.0536], [-0.6510, 0.0731, 0.4096], [0.4752, -0.1467, -0.3270], [1.6732, 0.1843, 0.0969], [-0.7310, 0.3606, 1.4731], [0.3366, -0.3582, -1.4033], [3.2511, 0.0148, -0.1273], [-1.2077, -2.1659, 0.0995], [-1.8615, -0.3928, -0.1678]],
  "forces_ev_per_angstrom": [[0.18, -0.37, 0.03], [0.25, -0.58, 0.14], [-1.29, 1.37, -0.14], [-8.90, 0.43, 1.14], [-0.13, -0.06, -0.87], [0.14, -0.27, 0.44], [9.14, -0.80, -1.15], [-0.21, 0.17, -0.06], [0.82, 0.10, 0.47]],
  "lowdin_charge": [-0.0265, -0.1170, -0.2535, -0.3446, 0.1502, 0.1531, 0.6759, 0.8721, -0.1097],
  "mol_weight_g_mol": 156.7,
  "max_force_ha_per_bohr": 0.17976,
  "charge": 1,
  "multiplicity": 2,
  "e_above_lowest_kcal_mol": 0.8,
  "orbital_gap_ev": [8.05, 5.67]
}